Record 1
Here is 9 unconnected molecules or ions with the total composition C32H88ClN8O12 in a non-equilibrium geometry from the OMol25 dataset. Energies are from ωB97M-V/def2-TZVPD.

Geometry (Å):
Cl 0.02141 0.29787 0.20954
O -0.63197 -0.06024 1.44329
O -0.42135 1.69138 0.05148
O 1.42421 0.19959 0.46612
O -0.40264 -0.59747 -0.82553
C -2.59173 -7.02757 3.01447
C -3.96462 -7.06202 2.34115
C -4.88261 -8.09015 3.09197
O -4.34282 -9.43425 3.29919
C -4.95343 -10.17258 4.34668
N -4.57434 -5.77170 2.15712
H -2.14709 -6.12597 2.59317
H -2.25482 -8.05724 2.89465
H -2.77894 -6.90115 4.08082
H -3.88367 -7.36973 1.29863
H -5.71596 -8.34032 2.43543
H -5.27196 -7.71092 4.03680
H -4.43819 -11.08274 4.65368
H -5.93320 -10.49598 3.99520
H -5.17416 -9.59943 5.24717
H -4.52340 -5.31257 3.05530
H -3.92777 -5.24771 1.58487
C 8.78221 3.75695 -8.59184
C 8.61561 3.61998 -7.09862
C 7.91347 2.26767 -6.80769
O 7.67594 2.03052 -5.39049
C 6.83683 3.03722 -4.78605
N 9.92111 3.79390 -6.45083
H 7.87020 3.56971 -9.15864
H 9.56721 3.07110 -8.91040
H 9.22400 4.65824 -9.01679
H 7.93556 4.45392 -6.92485
H 8.42491 1.37267 -7.16197
H 6.93976 2.29246 -7.29694
H 7.49818 3.89906 -4.87513
H 6.65347 2.65989 -3.78002
H 5.94917 3.30227 -5.36043
H 9.81770 3.41602 -5.51990
H 10.53487 3.20962 -7.00039
C 4.19001 -4.09796 -6.12098
C 4.95441 -5.09563 -5.25009
C 5.94949 -6.03260 -5.96669
O 6.30601 -7.17474 -5.15290
C 6.66760 -8.34992 -5.86447
N 5.58895 -4.36387 -4.22717
H 4.96760 -3.48960 -6.58291
H 3.60395 -3.40964 -5.51201
H 3.52968 -4.40586 -6.93169
H 4.27559 -5.69029 -4.63878
H 6.84832 -5.58532 -6.39114
H 5.26872 -6.33802 -6.76128
H 7.51105 -8.21853 -6.54229
H 5.89462 -8.44250 -6.62739
H 6.75194 -9.28637 -5.31307
H 4.76597 -3.96111 -3.80221
H 6.16940 -3.54577 -4.34505
C -8.78888 4.15328 0.01104
C -7.96443 2.86184 0.28119
C -7.73656 2.11060 -1.10243
O -8.91257 1.46891 -1.53216
C -8.66282 0.73146 -2.74249
N -6.71349 3.06311 0.92588
H -8.91347 4.77752 0.89586
H -9.82308 3.96164 -0.27499
H -8.40043 4.70291 -0.84635
H -8.54551 2.26910 0.98768
H -7.04469 1.26834 -1.09999
H -7.52530 2.83909 -1.88523
H -9.60742 0.32403 -3.10281
H -7.98208 -0.04645 -2.39672
H -8.20807 1.36450 -3.50442
H -6.12771 3.67014 0.37048
H -6.16945 2.22935 1.09609
C 7.78599 0.22758 5.79195
C 7.59068 -1.22785 6.05881
C 6.74742 -1.98558 5.03152
O 6.38181 -3.26248 5.55227
C 5.07455 -3.73969 5.21828
N 8.85862 -1.86839 6.37165
H 8.36975 0.37354 4.88309
H 8.17908 0.92762 6.52920
H 6.84297 0.70233 5.52098
H 7.01756 -1.23888 6.98590
H 7.25781 -2.01723 4.06892
H 5.85614 -1.36421 4.94417
H 5.08214 -4.67915 5.77095
H 4.88195 -3.87950 4.15458
H 4.27270 -3.07717 5.54413
H 9.45093 -1.70921 5.56919
H 9.25895 -1.22078 7.03529
C -1.31786 2.13565 -7.59029
C -2.47319 3.15424 -7.43035
C -3.20192 3.51795 -8.76289
O -2.31876 4.16932 -9.65601
C -2.81880 4.52509 -10.89908
N -3.39300 2.56369 -6.44962
H -0.90147 1.96244 -6.59795
H -0.49942 2.47838 -8.22337
H -1.79987 1.20829 -7.89976
H -1.90337 4.00485 -7.05638
H -4.13412 4.07376 -8.66207
H -3.60344 2.60380 -9.20017
H -3.56400 5.31991 -10.93140
H -3.05399 3.65110 -11.50649
H -1.98444 4.91872 -11.47960
H -3.68936 1.63614 -6.71780
H -2.93154 2.60801 -5.55230
C -3.62869 8.87669 3.48391
C -2.81459 8.29418 4.63098
C -1.67418 7.45929 4.17188
O -1.06830 6.84539 5.32784
C 0.07537 6.02108 5.18707
N -2.31254 9.36625 5.46952
H -3.98303 8.13473 2.76834
H -3.10404 9.63226 2.89915
H -4.45944 9.45205 3.89246
H -3.50449 7.70019 5.23042
H -1.01444 7.81417 3.38011
H -2.11499 6.66478 3.56977
H -0.14951 5.22312 4.47940
H 0.28574 5.54612 6.14533
H 0.88976 6.70221 4.94025
H -3.05753 9.57640 6.11832
H -1.65184 9.05687 6.16799
C -2.80060 -1.68071 10.19229
C -2.94317 -1.84392 8.68867
C -4.44007 -1.51568 8.31926
O -4.54111 -1.44239 6.96393
C -5.86458 -1.23561 6.49995
N -1.91952 -1.06269 8.02001
H -3.13228 -0.68614 10.49052
H -1.80469 -1.89388 10.58068
H -3.60046 -2.30339 10.59301
H -2.78981 -2.85777 8.31893
H -4.97533 -0.64627 8.70098
H -5.05269 -2.36740 8.61481
H -6.56514 -2.02626 6.76862
H -5.95546 -1.01055 5.43732
H -6.21535 -0.29587 6.92652
H -2.04838 -1.25337 7.03657
H -2.29364 -0.13812 8.17907

Computed properties:
Relative energy (zero: lowest compared OMol25 entry of this formula, charge and spin) ... 565.1 kJ/mol
Orbital gap ... 7.516 eV
Energy ... -3072.58361 Ha
Spin multiplicity ... 1
Strongest force on any atom ... 0.0782 hartree/bohr
Charge ... -1

Atomic partial charges in e from the Mulliken method, atoms 1 to 99:
1 Cl 1.553
2 O -0.658
3 O -0.650
4 O -0.624
5 O -0.622
6 C -1.263
7 C 0.240
8 C -0.712
9 O -0.321
10 C -0.715
11 N -0.708
12 H 0.391
13 H 0.360
14 H 0.291
15 H 0.302
16 H 0.332
17 H 0.386
18 H 0.263
19 H 0.298
20 H 0.305
21 H 0.261
22 H 0.291
23 C -1.642
24 C 0.377
25 C -0.607
26 O -0.392
27 C -0.678
28 N -0.603
29 H 0.380
30 H 0.357
31 H 0.364
32 H 0.317
33 H 0.322
34 H 0.366
35 H 0.303
36 H 0.234
37 H 0.295
38 H 0.320
39 H 0.284
40 C -1.408
41 C 0.577
42 C -0.706
43 O -0.313
44 C -0.736
45 N -0.673
46 H 0.344
47 H 0.385
48 H 0.346
49 H 0.204
50 H 0.332
51 H 0.308
52 H 0.307
53 H 0.308
54 H 0.273
55 H 0.223
56 H 0.229
57 C -1.386
58 C 0.476
59 C -0.571
60 O -0.332
61 C -0.696
62 N -0.675
63 H 0.358
64 H 0.337
65 H 0.318
66 H 0.246
67 H 0.358
68 H 0.242
69 H 0.230
70 H 0.322
71 H 0.280
72 H 0.234
73 H 0.260
74 C -1.547
75 C 0.645
76 C -0.766
77 O -0.322
78 C -0.722
79 N -0.687
80 H 0.353
81 H 0.392
82 H 0.371
83 H 0.186
84 H 0.323
85 H 0.346
86 H 0.237
87 H 0.302
88 H 0.322
89 H 0.284
90 H 0.284
91 C -1.308
92 C 0.336
93 C -0.683
94 O -0.294
95 C -0.807
96 N -0.680
97 H 0.382
98 H 0.289
99 H 0.327

***

Record 2
Here is 8 unconnected molecules or ions with the total composition C32H88N8O8 in a non-equilibrium geometry from the OMol25 dataset. Energies are from ωB97M-V/def2-TZVPD.

Geometry (Å):
C -3.51002 -4.50780 4.99042
O -2.47783 -3.56718 4.93441
C -2.84686 -2.31232 4.39157
C -3.39607 -2.34237 2.97115
C -2.50898 -3.11487 2.03814
N -3.58373 -0.98427 2.49748
H -4.52792 -4.08812 5.04523
H -3.34645 -5.20548 5.80742
H -3.61350 -5.11161 4.06640
H -3.54082 -1.80112 5.07455
H -1.92559 -1.72213 4.36456
H -4.38382 -2.81634 2.97991
H -1.50577 -2.67825 1.95039
H -2.88844 -3.08360 1.01337
H -2.37799 -4.16050 2.31319
H -2.72156 -0.47487 2.32740
H -4.16126 -0.44019 3.12668
C -2.70125 2.11611 4.34562
O -1.29933 2.28924 4.20635
C -0.71840 1.14247 3.57933
C 0.78813 1.26163 3.67737
C 1.43126 -0.02766 3.20879
N 1.26259 1.53495 5.05668
H -3.13908 1.66204 3.45274
H -3.14811 3.07920 4.56599
H -2.85185 1.41796 5.18059
H -1.05588 0.25478 4.13255
H -1.01125 1.16101 2.52311
H 1.15058 2.13590 3.13121
H 1.14230 -0.37010 2.21792
H 1.18782 -0.81169 3.93623
H 2.51728 0.07064 3.27752
H 1.05800 0.70983 5.62351
H 0.59841 2.22285 5.41465
C 8.76645 4.13324 -2.06080
O 7.70925 3.30490 -1.64882
C 6.88045 3.85655 -0.64428
C 5.49053 3.23974 -0.75237
C 5.48096 1.80925 -0.26725
N 4.95928 3.30166 -2.10495
H 9.23880 3.69637 -2.93492
H 9.50806 4.23027 -1.25365
H 8.41616 5.14937 -2.28757
H 7.36303 3.73262 0.33886
H 6.82621 4.95255 -0.76884
H 4.83426 3.83116 -0.10386
H 4.62515 1.22848 -0.62219
H 5.61340 1.60742 0.79613
H 6.27615 1.19546 -0.72417
H 5.65916 2.93432 -2.74262
H 4.79797 4.26057 -2.39207
C 0.35555 -6.47999 -3.46663
O -0.28600 -5.91933 -4.57184
C 0.47164 -6.09151 -5.75860
C -0.29524 -5.43072 -6.88768
C -1.72808 -5.99942 -6.96741
N 0.44883 -5.58594 -8.13714
H -0.33239 -6.57706 -2.62959
H 1.22161 -5.87358 -3.15942
H 0.76216 -7.47845 -3.68544
H 1.44516 -5.60231 -5.62551
H 0.63036 -7.16495 -5.93272
H -0.35386 -4.36866 -6.63256
H -2.19964 -5.82575 -7.93226
H -2.30770 -5.62879 -6.12488
H -1.67176 -7.08638 -6.82599
H 0.15733 -4.93747 -8.86027
H 0.21431 -6.48093 -8.56255
C 3.92560 6.80449 1.08476
O 3.78172 5.54345 1.69311
C 4.42675 5.45935 2.94632
C 4.92844 4.08473 3.25591
C 3.91002 3.00363 2.97970
N 5.33544 4.13798 4.67519
H 3.15771 6.86870 0.31467
H 4.89877 6.84711 0.58492
H 3.77010 7.59772 1.81856
H 5.28122 6.15298 2.97614
H 3.76757 5.85738 3.73574
H 5.86095 3.96511 2.69710
H 3.00590 3.15160 3.58710
H 4.33715 2.03871 3.25736
H 3.46776 2.99215 1.98030
H 4.52389 3.96237 5.26139
H 5.98377 3.38525 4.87685
C -3.30971 4.02844 1.55352
O -3.74206 3.26503 0.43176
C -4.24059 1.99758 0.75308
C -5.17185 1.45865 -0.31072
C -6.57984 2.02335 -0.21785
N -5.22733 0.00208 -0.19273
H -4.16239 4.26004 2.19649
H -2.84136 4.91906 1.14804
H -2.56500 3.40628 2.06004
H -3.37290 1.31015 0.80463
H -4.66217 1.88870 1.76872
H -4.72664 1.72814 -1.27013
H -7.10265 1.83902 -1.16214
H -6.58818 3.11883 -0.16354
H -7.18542 1.58682 0.57417
H -5.29153 -0.30842 0.76689
H -4.38739 -0.38775 -0.60228
C -3.51954 -2.90911 -5.79948
O -3.21542 -1.79724 -4.98682
C -2.70628 -2.15347 -3.69760
C -3.18933 -1.11703 -2.69648
C -2.50030 0.21484 -2.99178
N -2.83007 -1.53357 -1.32684
H -4.13753 -2.56414 -6.62849
H -4.10698 -3.60038 -5.18627
H -2.63539 -3.39012 -6.22626
H -2.95407 -3.17515 -3.39102
H -1.62044 -2.05752 -3.83096
H -4.26083 -0.96620 -2.82967
H -2.81712 0.62006 -3.95129
H -1.41002 0.12677 -3.02771
H -2.71703 0.92989 -2.19313
H -3.34277 -2.39925 -1.14762
H -1.86279 -1.87262 -1.30844
C 0.29610 -3.58755 -0.56050
O 0.27014 -2.23904 -0.91264
C 0.66008 -1.38221 0.18021
C 0.23787 0.03151 -0.18797
C 1.20994 1.06644 0.35818
N -1.07903 0.26042 0.46109
H 0.14935 -4.17840 -1.46767
H -0.58532 -3.83393 0.05563
H 1.20571 -3.91430 -0.05150
H 0.23415 -1.75235 1.11221
H 1.75838 -1.43276 0.18740
H 0.09217 0.10118 -1.26717
H 2.04600 1.27067 -0.31461
H 1.66233 0.75636 1.30322
H 0.70732 2.01739 0.54599
H -1.28271 1.25343 0.51528
H -1.83442 -0.15214 -0.08895

Computed properties:
Relative energy (zero: lowest compared OMol25 entry of this formula, charge and spin) ... 162.0 kJ/mol
Structure (SMILES) ... COC[C@H](C)N.COC[C@H](C)N.COC[C@H](C)N.COC[C@H](C)N.COC[C@H](C)N.COC[C@H](C)N.COC[C@H](C)N.COC[C@H](C)N
Orbital gap ... 9.148 eV
Energy ... -2311.79287 Ha
Spin multiplicity ... 1
Strongest force on any atom ... 0.0404 hartree/bohr
Charge ... 0

Atomic partial charges in e from the Mulliken method, atoms 1 to 99:
1 C -0.762
2 O -0.427
3 C -0.292
4 C 0.359
5 C -0.837
6 N 0.215
7 H 0.296
8 H 0.324
9 H 0.234
10 H 0.535
11 H -0.164
12 H 0.417
13 H -0.104
14 H -0.031
15 H 0.460
16 H -0.798
17 H 0.342
18 C -0.538
19 O -0.493
20 C 1.456
21 C 0.491
22 C -2.191
23 N -0.626
24 H -0.020
25 H 0.290
26 H 0.362
27 H -0.083
28 H -0.836
29 H 0.247
30 H 0.495
31 H 0.597
32 H 0.122
33 H 0.375
34 H 0.365
35 C -0.769
36 O -0.297
37 C -0.992
38 C 1.217
39 C -1.529
40 N -0.802
41 H 0.253
42 H 0.283
43 H 0.318
44 H 0.382
45 H 0.459
46 H -0.043
47 H 0.313
48 H 0.275
49 H 0.377
50 H 0.300
51 H 0.253
52 C -0.815
53 O -0.182
54 C -0.801
55 C 0.539
56 C -1.432
57 N -0.753
58 H 0.262
59 H 0.299
60 H 0.320
61 H 0.345
62 H 0.363
63 H 0.231
64 H 0.400
65 H 0.274
66 H 0.408
67 H 0.277
68 H 0.268
69 C -0.857
70 O -0.177
71 C -1.137
72 C 1.140
73 C -1.254
74 N -0.820
75 H 0.212
76 H 0.272
77 H 0.399
78 H 0.473
79 H 0.267
80 H 0.010
81 H 0.368
82 H 0.331
83 H 0.222
84 H 0.308
85 H 0.266
86 C -0.448
87 O -0.445
88 C 0.778
89 C 0.516
90 C -1.719
91 N -0.652
92 H 0.273
93 H 0.313
94 H 0.009
95 H -0.717
96 H 0.395
97 H 0.282
98 H 0.396
99 H 0.340